1.
Below is C39H45Br2IrN2O as an isolated structure in a non-equilibrium geometry, with properties calculated with ωB97M-V with the def2-TZVPD basis set.

Geometry as XYZ:
```
90
Properties=species:S:1:pos:R:3:mulliken_spin:R:1
Ir -0.04 0.08 0.64 0.099
C 0.39 1.65 1.99 -0.027
C 1.17 0.58 2.55 -0.010
C 2.30 0.43 1.65 0.018
C 2.10 1.33 0.58 -0.009
C 0.97 2.15 0.80 -0.005
C 0.56 3.40 0.04 0.003
C 0.08 4.45 1.05 -0.001
C -0.57 3.15 -0.97 -0.005
C 1.77 3.93 -0.73 -0.002
C 3.59 -0.42 1.72 0.006
C 4.51 -0.07 0.55 0.002
C 4.37 -0.10 3.01 0.001
C 3.35 -1.93 1.66 -0.004
C 0.93 0.16 4.00 -0.013
C -0.53 0.40 4.41 0.005
C 1.79 1.04 4.92 0.001
C 1.21 -1.33 4.27 0.001
H -0.36 2.20 2.54 0.002
H 2.77 1.43 -0.25 -0.001
H -0.86 4.16 1.51 0.000
H -0.08 5.40 0.54 0.000
H 0.82 4.61 1.84 0.000
H -1.47 2.79 -0.46 0.000
H -0.28 2.42 -1.72 0.002
H -0.81 4.09 -1.47 -0.001
H 2.63 4.09 -0.07 0.000
H 1.52 4.89 -1.18 0.000
H 2.07 3.26 -1.53 0.000
H 4.78 0.99 0.53 -0.001
H 4.07 -0.34 -0.41 0.001
H 5.44 -0.64 0.65 0.000
H 4.52 0.97 3.14 0.000
H 5.35 -0.57 2.93 0.000
H 3.89 -0.50 3.90 -0.001
H 2.98 -2.22 0.68 0.003
H 2.65 -2.30 2.40 -0.001
H 4.30 -2.44 1.81 0.002
H -0.79 1.45 4.45 0.000
H -0.69 -0.02 5.41 0.000
H -1.21 -0.12 3.73 -0.004
H 1.54 2.09 4.77 0.000
H 2.86 0.93 4.76 -0.001
H 1.59 0.80 5.97 0.000
H 0.60 -1.96 3.62 -0.001
H 0.96 -1.56 5.31 0.000
H 2.25 -1.60 4.13 -0.001
C -3.11 0.80 2.24 0.003
C -3.16 0.41 0.80 -0.004
C -4.44 0.22 0.22 -0.003
C -4.60 -0.03 -1.10 0.000
C -3.46 -0.08 -1.93 0.003
C -3.48 -0.26 -3.33 -0.004
Br -5.12 -0.50 -4.23 0.000
C -2.31 -0.25 -4.06 -0.001
C -1.08 -0.09 -3.43 -0.003
Br 0.50 -0.05 -4.45 0.000
C -1.00 0.06 -2.05 0.000
O 0.13 0.21 -1.39 0.004
C -2.21 0.09 -1.30 0.003
N -2.06 0.30 0.07 0.013
H -3.96 1.45 2.46 0.000
H -2.19 1.33 2.47 0.000
H -3.20 -0.07 2.88 0.000
H -5.29 0.29 0.88 0.001
H -5.58 -0.18 -1.53 -0.001
H -2.34 -0.37 -5.13 0.000
C -3.60 -4.06 0.54 0.125
C -2.79 -4.29 -0.57 -0.062
C -1.59 -3.62 -0.71 0.143
C -1.19 -2.69 0.27 -0.037
C -2.03 -2.45 1.37 0.084
C -3.21 -3.14 1.50 -0.060
N -0.01 -1.96 0.12 0.484
C 1.04 -2.65 -0.49 -0.034
C 1.93 -2.05 -1.40 0.087
C 2.92 -2.81 -1.98 -0.048
C 3.10 -4.14 -1.64 0.110
C 2.26 -4.73 -0.71 -0.053
C 1.23 -4.00 -0.14 0.141
H -4.54 -4.60 0.64 0.004
H -3.11 -4.98 -1.34 0.001
H -0.98 -3.77 -1.59 0.005
H -1.70 -1.75 2.13 0.025
H -3.84 -2.98 2.37 0.000
H 1.81 -1.02 -1.67 0.005
H 3.58 -2.35 -2.71 -0.001
H 3.89 -4.72 -2.10 0.003
H 2.40 -5.76 -0.41 0.001
H 0.60 -4.45 0.61 0.003
```

LUMO level (alpha / beta) = -3.0 / -4.7 eV
Frontier orbital gap (alpha / beta) = 7.32 / 5.55 eV
ΔE to the lowest compared entry with this formula, charge and spin = 35.3 kcal per mole
2S+1 = 2
Net charge = +1


2.
Below is C39H45CoN6PSSe as an isolated structure in a non-equilibrium geometry, with properties calculated with ωB97M-V with the def2-TZVPD basis set.

Geometry as XYZ:
```
94
Properties=species:S:1:pos:R:3:mulliken_spin:R:1
Co -0.07 0.72 -1.13 2.561
N 2.13 2.50 0.74 0.007
N 1.55 2.21 1.94 0.029
C 0.64 1.27 2.22 0.009
N 0.20 1.04 3.49 0.013
S -0.06 0.25 0.86 0.274
H 2.25 3.54 0.62 0.004
H 1.56 2.19 -0.03 0.076
H 2.13 2.47 2.73 0.001
H 0.53 1.55 4.29 0.001
H -0.73 0.67 3.61 0.007
C -0.04 -3.59 4.33 0.014
C -0.93 -2.32 4.33 0.027
C -1.35 -1.81 5.64 -0.025
C -2.50 -1.10 5.76 0.036
C -3.18 -0.60 4.63 -0.020
C -2.70 -1.00 3.37 0.046
C -1.58 -1.80 3.18 0.106
P -0.68 -2.14 1.55 0.217
C 0.45 -3.50 1.21 0.136
C -0.20 -4.64 0.67 0.027
C 0.65 -5.67 0.28 0.002
C 2.04 -5.54 0.43 0.013
C 2.68 -4.36 0.76 -0.007
C 1.88 -3.34 1.26 0.036
C 2.57 -2.15 1.93 0.026
C -2.00 -2.08 0.30 0.129
C -3.24 -2.46 0.78 -0.012
C -4.36 -2.44 -0.07 0.034
C -4.27 -1.92 -1.36 -0.001
C -3.03 -1.46 -1.81 0.026
C -1.87 -1.62 -1.04 -0.053
C -0.61 -1.16 -1.58 0.114
H -0.05 -4.14 5.31 0.002
H 1.01 -3.42 4.05 0.001
H -0.47 -4.32 3.59 -0.004
H -0.88 -2.16 6.55 -0.001
H -2.86 -0.98 6.75 0.003
H -3.99 0.19 4.71 -0.001
H -3.26 -0.69 2.50 0.015
H -1.29 -4.80 0.74 0.006
H 0.16 -6.61 0.02 0.000
H 2.72 -6.41 0.39 0.001
H 3.74 -4.26 0.50 0.000
H 3.38 -1.86 1.22 0.001
H 2.96 -2.47 2.92 0.002
H 1.93 -1.26 1.96 -0.022
H -3.47 -2.76 1.77 0.003
H -5.34 -2.79 0.25 0.001
H -5.07 -1.85 -2.08 0.000
H -2.96 -1.04 -2.81 0.004
H -0.71 -1.10 -2.74 -0.004
H 0.25 -1.64 -1.16 -0.029
C 0.45 0.80 -6.82 0.000
N 1.13 0.16 -5.69 0.000
C 1.43 -1.23 -5.81 -0.001
C 0.72 0.69 -4.42 0.036
C 1.79 0.82 -3.41 0.077
C 3.10 1.08 -3.82 0.007
C 4.24 0.91 -3.06 0.022
C 4.02 0.53 -1.78 -0.011
C 2.76 0.46 -1.18 -0.130
C 1.62 0.74 -1.99 0.053
H -0.19 0.17 -7.54 0.000
H 1.25 1.12 -7.47 0.000
H -0.21 1.62 -6.58 0.000
H 1.11 -1.85 -4.90 0.001
H 2.49 -1.50 -5.81 0.000
H 1.01 -1.64 -6.78 0.000
H -0.13 0.21 -4.00 0.006
H 0.32 1.70 -4.60 0.002
H 3.23 1.24 -4.92 0.002
H 5.22 1.03 -3.49 0.001
H 4.87 0.26 -1.16 0.000
H 2.72 0.35 -0.13 -0.003
C -2.85 2.77 0.94 0.015
N -1.89 3.45 0.08 0.015
C -1.44 3.11 -1.21 -0.014
Se -2.06 1.67 -2.27 0.055
N -0.43 3.99 -1.54 0.036
C -0.05 4.74 -0.39 -0.004
C 0.83 5.81 -0.29 0.001
C 0.80 6.57 0.87 -0.001
C 0.03 6.22 1.98 0.004
C -0.93 5.22 1.85 -0.001
C -1.00 4.43 0.67 0.001
H -3.29 1.96 0.29 0.003
H -3.57 3.49 1.34 0.001
H -2.40 2.36 1.79 -0.004
H -0.13 4.08 -2.47 0.000
H 1.47 6.05 -1.09 0.000
H 1.49 7.45 0.90 0.000
H 0.40 6.69 2.93 0.000
H -1.55 4.89 2.68 0.000
```

LUMO level (alpha / beta) = -2.3 / -3.8 eV
Frontier orbital gap (alpha / beta) = 6.14 / 5.58 eV
2S+1 = 5
Net charge = +1


3.
Below is C39H45FN6O3PPb as an isolated structure, with properties calculated with ωB97M-V with the def2-TZVPD basis set.

Geometry as XYZ:
```
96
Properties=species:S:1:pos:R:3:mulliken_charge:R:1
Pb 0.59 -0.90 -3.65 0.938
F 0.89 0.20 3.59 -0.382
C 0.35 -0.89 2.99 0.326
C 0.49 -1.03 1.63 -0.405
C -0.07 -2.12 0.96 0.745
C 0.11 -2.26 -0.50 1.563
O 0.81 -1.45 -1.12 -0.807
C -0.54 -3.42 -1.05 0.001
C -1.29 -4.24 -0.27 -0.639
N -1.49 -4.07 1.06 0.215
C -2.43 -4.89 1.76 -0.399
C -3.73 -5.24 1.08 -1.020
C -3.72 -4.25 2.21 -0.306
C -0.83 -3.05 1.70 -0.255
C -0.91 -2.91 3.09 -0.638
C -0.31 -1.85 3.76 -1.170
N -0.45 -1.80 5.16 0.292
C -0.23 -0.56 5.89 -0.746
C -0.84 -0.74 7.30 -0.705
N -1.85 -1.82 7.22 -0.111
C -1.19 -3.14 7.02 -0.789
C -0.10 -2.96 5.95 -0.693
C -0.47 -3.79 -2.54 -0.103
O -0.21 -4.95 -2.81 -0.662
O -0.74 -2.84 -3.33 -0.754
H 1.05 -0.30 1.07 0.557
H -1.77 -5.09 -0.72 0.708
H -1.98 -5.64 2.38 0.491
H -4.14 -6.22 1.26 0.258
H -3.90 -4.85 0.09 0.363
H -4.15 -4.55 3.16 0.285
H -3.86 -3.21 1.96 0.165
H -1.44 -3.66 3.66 0.807
H -0.73 0.25 5.36 0.495
H 0.84 -0.30 5.99 0.455
H -1.31 0.19 7.63 0.374
H -0.08 -1.02 8.03 0.338
H -2.41 -1.63 6.38 0.378
H -2.45 -1.84 8.04 0.340
H -1.95 -3.85 6.69 0.423
H -0.78 -3.49 7.96 0.378
H -0.02 -3.84 5.32 0.469
H 0.88 -2.82 6.44 0.370
N -0.37 0.96 -3.33 -0.652
P -0.95 2.14 -2.52 1.318
C -1.61 3.50 -3.53 0.048
C -1.60 3.39 -4.91 -0.373
C -2.07 4.44 -5.68 -0.590
C -2.56 5.59 -5.07 -0.407
C -2.56 5.70 -3.69 -0.800
C -2.08 4.66 -2.92 -0.224
C 0.32 3.00 -1.51 0.111
C 0.40 3.05 -0.13 0.214
C 1.48 3.67 0.48 -0.783
C 2.48 4.25 -0.29 -0.552
C 2.41 4.19 -1.67 -0.713
C 1.34 3.56 -2.28 -0.697
C -2.32 1.68 -1.38 0.106
C -3.64 2.05 -1.59 -0.416
C -4.64 1.54 -0.78 -0.737
C -4.34 0.63 0.22 -0.714
C -3.02 0.22 0.40 -0.287
C -2.02 0.74 -0.40 -0.118
H -1.22 2.48 -5.35 0.389
H -2.06 4.37 -6.76 0.411
H -2.94 6.40 -5.68 0.396
H -2.94 6.60 -3.22 0.399
H -2.07 4.73 -1.83 0.430
H -0.40 2.64 0.48 0.510
H 1.54 3.72 1.56 0.453
H 3.31 4.75 0.19 0.419
H 3.20 4.63 -2.26 0.489
H 1.26 3.51 -3.35 0.437
H -3.88 2.76 -2.38 0.410
H -5.67 1.83 -0.94 0.413
H -5.12 0.24 0.85 0.401
H -2.79 -0.51 1.17 0.335
H -0.99 0.42 -0.28 0.153
C 5.53 2.21 -2.98 -1.673
C 5.24 0.74 -3.28 1.496
C 5.93 -0.15 -2.25 -1.893
C 5.72 0.39 -4.70 -1.660
N 3.78 0.60 -3.12 -0.024
N 3.25 -0.71 -3.22 -0.512
H 6.59 2.38 -2.87 0.468
H 5.03 2.49 -2.05 0.365
H 5.15 2.85 -3.77 0.372
H 6.99 0.09 -2.20 0.495
H 5.85 -1.21 -2.52 0.370
H 5.50 0.00 -1.27 0.385
H 6.78 0.59 -4.79 0.401
H 5.19 0.99 -5.44 0.373
H 5.56 -0.66 -4.93 0.430
H 3.30 1.20 -3.78 0.247
H 3.37 -1.19 -2.33 0.178
H 3.70 -1.27 -3.95 0.248
```

LUMO level = -3.3 eV
Frontier orbital gap = 6.22 eV
ΔE to the lowest compared entry with this formula, charge and spin = 38.7 kcal per mole
Net charge = +1


4.
Below is C39H45IN2O2PSSeSn as an isolated structure, with properties calculated with ωB97M-V with the def2-TZVPD basis set.

Geometry as XYZ:
```
93
Properties=species:S:1:pos:R:3:mulliken_charge:R:1
Sn 0.18 -1.19 0.75 1.083
I -1.01 0.29 -2.17 0.231
C 0.12 -0.13 -3.90 -0.062
C -0.59 0.24 -5.01 -0.560
C -0.10 0.02 -6.31 -1.006
C 1.10 -0.60 -6.46 -0.848
C 1.86 -1.00 -5.33 0.991
C 3.09 -1.63 -5.59 -0.787
C 3.90 -2.04 -4.58 -1.296
C 3.49 -1.81 -3.26 -0.318
C 2.29 -1.19 -2.94 0.908
P 2.22 -0.96 -1.12 0.702
C 3.50 0.28 -0.78 0.395
C 3.88 0.50 0.54 -0.242
C 4.89 1.39 0.85 -0.565
C 5.50 2.12 -0.17 -0.932
C 5.09 1.95 -1.48 -0.691
C 4.10 1.03 -1.79 -0.771
C 2.84 -2.54 -0.46 0.251
C 1.97 -3.63 -0.57 -0.702
C 2.33 -4.88 -0.08 -0.826
C 3.57 -5.05 0.54 -0.656
C 4.44 -3.97 0.65 -0.983
C 4.08 -2.72 0.15 -0.136
C 1.40 -0.77 -3.99 0.374
H -1.55 0.71 -4.90 0.405
H -0.69 0.33 -7.16 0.411
H 1.50 -0.80 -7.44 0.420
H 3.38 -1.78 -6.62 0.430
H 4.84 -2.53 -4.77 0.481
H 4.16 -2.13 -2.47 0.377
H 3.40 -0.08 1.33 0.589
H 5.22 1.52 1.87 0.519
H 6.29 2.83 0.07 0.433
H 5.55 2.53 -2.27 0.475
H 3.81 0.89 -2.83 0.466
H 1.02 -3.53 -1.09 0.536
H 1.67 -5.73 -0.20 0.509
H 3.87 -6.02 0.90 0.515
H 5.41 -4.10 1.10 0.580
H 4.78 -1.90 0.22 0.724
C 1.67 2.83 2.11 -0.665
S 0.66 1.57 2.86 0.639
C -0.71 2.60 3.33 -1.192
O 0.07 0.76 1.68 -0.680
H 1.76 3.65 2.82 0.523
H 1.20 3.17 1.18 0.307
H 2.65 2.41 1.90 -0.065
H -0.35 3.31 4.08 0.462
H -1.47 1.96 3.78 0.406
H -1.09 3.12 2.45 0.341
C -0.05 -3.97 2.48 -1.118
N 1.23 -3.85 3.16 0.231
C 1.75 -5.05 3.84 -0.532
C 2.68 -4.65 4.96 -0.773
C 3.74 -3.72 4.41 -0.458
N 3.11 -2.59 3.70 0.197
C 3.91 -1.38 3.57 -0.858
C 1.95 -2.72 3.05 0.207
O 1.52 -1.72 2.37 -0.179
H -0.54 -4.87 2.83 0.410
H 0.07 -4.05 1.40 0.262
H -0.70 -3.13 2.72 0.333
H 2.25 -5.68 3.10 0.203
H 0.90 -5.60 4.23 0.465
H 3.15 -5.54 5.39 0.392
H 2.12 -4.15 5.75 0.295
H 4.41 -4.25 3.73 0.222
H 4.34 -3.31 5.22 0.412
H 4.56 -1.30 4.44 0.475
H 3.26 -0.51 3.55 0.101
H 4.53 -1.40 2.68 0.234
C -9.53 3.89 -2.34 -1.432
C -8.15 3.59 -1.90 0.971
C -7.23 4.64 -1.68 -0.832
C -5.95 4.40 -1.28 0.718
C -5.04 5.57 -1.05 -1.503
C -5.54 2.99 -1.06 -0.098
Se -3.93 2.63 -0.43 0.061
C -6.50 1.90 -1.34 0.995
C -6.13 0.46 -1.24 -1.548
C -7.75 2.24 -1.73 -0.798
H -9.78 4.94 -2.28 0.391
H -10.25 3.30 -1.78 0.403
H -9.63 3.56 -3.39 0.372
H -7.56 5.66 -1.84 0.441
H -5.16 6.29 -1.86 0.385
H -4.00 5.29 -0.97 0.452
H -5.33 6.08 -0.13 0.345
H -5.32 0.27 -0.54 0.447
H -5.81 0.11 -2.23 0.324
H -7.00 -0.13 -0.96 0.397
H -8.48 1.46 -1.93 0.490
```

LUMO level = -10.1 eV
Frontier orbital gap = 4.45 eV
ΔE to the lowest compared entry with this formula, charge and spin = 24.2 kcal per mole
Net charge = +3


5.
Below is C39H45LuN5O as an isolated structure in a non-equilibrium geometry, with properties calculated with ωB97M-V with the def2-TZVPD basis set.

Geometry as XYZ:
```
91
Properties=species:S:1:pos:R:3:mulliken_charge:R:1
Lu 0.18 0.22 -0.25 0.720
N 1.12 -2.99 1.58 -0.329
N 0.77 -1.74 -1.88 0.718
C 1.19 2.32 -1.13 1.117
C 2.26 1.44 -0.73 0.461
C 2.19 1.29 0.69 0.317
C 3.08 0.45 1.53 -1.832
H 4.07 0.33 1.07 0.461
H 2.66 -0.56 1.69 0.098
H 3.22 0.90 2.52 0.330
C 1.12 2.10 1.17 1.346
C 0.87 2.44 2.59 -1.436
H 1.82 2.61 3.12 0.306
H 0.34 1.63 3.12 0.091
H 0.25 3.34 2.68 0.446
C 0.45 2.68 0.04 -0.094
C -0.73 3.59 0.10 -1.894
H -1.52 3.17 0.74 0.289
H -1.16 3.77 -0.89 0.380
H -0.45 4.57 0.53 0.357
C 3.30 0.86 -1.63 -1.059
H 4.22 1.47 -1.62 0.405
H 2.95 0.81 -2.67 -0.086
H 3.58 -0.15 -1.32 0.306
C 0.97 2.86 -2.50 -0.981
H -0.09 3.08 -2.67 0.160
H 1.27 2.13 -3.27 -0.130
H 1.54 3.79 -2.67 0.325
C 0.55 -3.78 2.48 -0.357
H 1.13 -3.96 3.40 0.472
C -0.72 -4.35 2.31 -0.489
H -1.13 -4.96 3.11 0.385
C -1.41 -4.10 1.12 -0.677
H -2.40 -4.53 0.97 0.378
C -0.80 -3.32 0.14 -0.330
H -1.29 -3.11 -0.81 0.348
C 0.49 -2.79 0.40 0.653
C 1.20 -1.89 -0.49 -1.336
H 2.29 -1.84 -0.33 0.347
C 0.07 -0.63 -2.36 -0.722
C 1.10 -2.60 -2.92 -0.685
H 1.61 -3.53 -2.74 0.569
C 0.68 -2.02 -4.05 -1.096
H 0.75 -2.36 -5.07 0.827
N 0.13 -0.79 -3.70 0.749
C -0.08 0.28 -4.62 0.190
C 0.93 0.60 -5.55 1.563
C 0.74 1.72 -6.37 -1.075
H 1.51 1.98 -7.10 0.284
C -0.40 2.52 -6.26 0.706
C -0.60 3.69 -7.18 -1.574
H -1.14 4.49 -6.67 0.372
H -1.18 3.41 -8.08 0.287
H 0.37 4.07 -7.53 0.366
C -1.35 2.21 -5.29 -0.887
H -2.24 2.84 -5.19 0.343
C -1.21 1.10 -4.46 0.903
C -2.25 0.83 -3.42 -1.546
H -2.47 -0.23 -3.28 0.240
H -3.18 1.34 -3.73 0.610
H -1.99 1.27 -2.43 -0.016
C 2.22 -0.13 -5.66 -1.679
H 2.09 -1.18 -5.94 0.351
H 2.83 -0.09 -4.74 0.212
H 2.82 0.34 -6.45 0.375
C -2.65 -0.50 5.82 -1.264
N -2.57 -0.71 4.39 -0.277
N -1.37 -0.74 3.76 1.503
C -1.58 -0.51 2.43 -0.916
O -0.63 -0.33 1.59 0.503
C -2.98 -0.38 2.25 -1.222
C -3.55 -0.47 3.50 0.656
C -4.97 -0.41 3.92 -1.693
C -0.24 -1.33 4.43 -0.432
C -0.47 -2.31 5.39 0.153
C 0.57 -2.71 6.24 -0.798
C 1.84 -2.14 6.09 -0.691
C 2.09 -1.22 5.07 -0.630
C 1.06 -0.85 4.20 1.026
H -1.71 -0.12 6.23 0.320
H -2.93 -1.42 6.34 0.313
H -3.43 0.25 6.02 0.452
H -3.45 -0.19 1.30 0.429
H -5.24 -1.26 4.56 0.299
H -5.20 0.52 4.46 0.267
H -5.61 -0.44 3.03 0.396
H -1.45 -2.77 5.47 0.454
H 0.37 -3.46 7.01 0.353
H 2.64 -2.43 6.77 0.324
H 3.08 -0.78 4.94 0.360
H 1.23 -0.19 3.35 -0.739
```

LUMO level (alpha / beta) = 2.6 / 2.6 eV
Frontier orbital gap (alpha / beta) = 3.36 / 3.40 eV
ΔE to the lowest compared entry with this formula, charge and spin = 0.0 kcal per mole
Net charge = -1